The following is a quantum chemistry calculation of a molecular structure, C16H19BN6STi, from the OMol25 dataset.

Calculated values
**Charge**: +2
**E_LUMO (alpha / beta)**: -9.808 / -9.825 eV
**2S+1**: 1

Element x y z (Å)
H 0.077440 -3.233466 -2.337052
N -0.456720 -1.137844 -2.151268
B -0.440378 1.478939 -2.691294
N -0.199604 -0.052725 -2.966397
C 0.103443 -0.500984 -4.200283
Ti -1.992339 -1.687412 -1.011092
H 0.099938 0.167993 -5.053134
C 0.247921 -1.879905 -4.130895
H 0.494818 -2.494889 -4.965780
C -0.062808 -2.278184 -2.831456
H -0.704184 2.037456 -3.732890
C 1.644845 0.923735 3.482175
H 0.907566 0.539155 4.186574
H 1.788394 0.190963 2.689552
H 1.278065 1.848712 3.043383
N 0.773121 2.328112 -2.076995
N -1.736105 1.346188 -1.813480
N 1.232430 1.884805 -0.834574
N -2.118903 0.344497 -0.933634
C 1.521965 3.408597 -2.440015
C -2.781400 2.174203 -2.009066
H 1.378087 3.963470 -3.330942
H -2.790599 2.886059 -2.826080
C 2.469074 3.612631 -1.428139
C -3.770023 1.835678 -1.097608
C 2.238991 2.618356 -0.458760
C -3.315559 0.735810 -0.373531
H 3.225946 4.360910 -1.370764
H -4.712260 2.330818 -1.023014
H 2.754789 2.411217 0.478785
H -3.720408 0.265793 0.515708
H 2.546219 1.090642 3.977154
S -1.564157 -2.999348 0.908195
C -0.510396 -2.768358 2.294643
C -1.007929 -2.432097 3.580039
C -0.124931 -2.416465 4.662039
C 1.243992 -2.604790 4.445973
C 1.743531 -2.741924 3.147295
C 0.878064 -2.771830 2.057399
H -2.069646 -2.192410 3.692792
H -0.515359 -2.292698 5.670063
H 1.933967 -2.651264 5.286554
H 2.806602 -2.851272 2.958939
H 1.204498 -2.796874 1.010880

Cartesian forces, eV/Å:
H -0.245 0.002 -0.050
N 0.795 -0.286 0.285
B 1.509 1.362 0.493
N -0.419 -0.788 -1.092
C -0.160 -0.095 1.609
Ti 1.967 1.826 1.194
H 0.468 -0.020 0.256
C -0.272 -0.948 0.158
H 0.288 -0.427 -0.172
C -0.017 1.232 -1.155
H -0.201 -0.449 0.244
C -1.572 -0.371 -0.846
H -0.008 0.063 0.008
H 0.039 0.000 -0.053
H 0.001 0.036 0.034
N -0.810 -1.848 1.578
N -1.369 0.154 -0.558
N -1.582 -1.634 -0.607
N 0.405 0.047 0.608
C 1.047 -0.237 1.535
C 0.891 -1.132 0.794
H -0.206 0.240 -0.641
H 0.233 0.142 0.401
C -0.621 0.000 -0.885
C -0.602 -0.436 0.660
C -0.146 0.475 -0.653
C -0.141 0.767 -1.334
H 0.204 0.395 -0.226
H -0.328 0.177 0.333
H -0.200 0.159 -0.357
H -0.092 -0.149 -0.198
H 1.523 0.309 0.823
S -0.260 1.540 -1.376
C 0.311 1.283 0.048
C -0.203 -0.403 -0.136
C -0.351 -0.044 -0.480
C -0.067 -0.256 -0.209
C -0.164 0.008 -0.560
C -0.059 -0.438 -0.016
H 0.372 -0.399 0.170
H 0.107 0.161 -0.252
H -0.192 0.098 -0.151
H -0.098 0.162 0.153
H 0.228 -0.279 0.622

=====

The following is a quantum chemistry calculation of a molecular structure, C16H19BN6SZr, from the OMol25 dataset.

Calculated values
**Charge**: +2
**E_LUMO (alpha / beta)**: -10.194 / -10.193 eV
**2S+1**: 1
**Energy relative to the best compared isomer or geometry (same formula, charge and spin)**: 34.5 kcal per mole

Element x y z (Å)
H 2.109989 -2.894842 -1.557762
N 0.696459 -1.339583 -1.980107
B -0.388068 0.752817 -3.251402
N 0.597825 -0.468953 -3.062584
C 1.358393 -0.937869 -4.072238
Zr -0.639711 -2.278736 -0.518682
H 1.261613 -0.491748 -5.060615
C 2.143635 -1.980463 -3.599848
H 2.907053 -2.502192 -4.178542
C 1.729223 -2.213947 -2.283322
H -0.539457 1.000221 -4.415900
C 0.122635 1.950615 3.666437
H -0.438915 1.463799 4.469152
H 0.345923 1.195967 2.904385
H -0.500125 2.731841 3.220692
N 0.197231 2.127767 -2.620561
N -1.645467 0.208784 -2.543991
N 0.457494 2.000784 -1.286484
N -1.724247 -0.592223 -1.418016
C 0.488563 3.423785 -2.950238
C -2.872253 0.360405 -3.083248
H 0.385157 3.816930 -3.946460
H -2.995389 0.803869 -4.069326
C 0.932051 4.068494 -1.786015
C -3.804959 -0.152947 -2.203761
C 0.892255 3.088792 -0.748911
C -3.072100 -0.731741 -1.171916
H 1.254205 5.073400 -1.599735
H -4.890647 -0.121462 -2.313589
H 1.141825 3.097356 0.297067
H -3.390456 -1.190765 -0.280956
H 1.014498 2.361653 4.043502
S -0.432864 -3.692972 1.614957
C 0.134730 -2.451180 2.806479
C -0.737703 -2.109053 3.864276
C -0.267689 -1.534794 5.041208
C 1.085682 -1.220029 5.193312
C 1.896940 -1.309053 4.062601
C 1.424871 -1.870714 2.876014
H -1.795112 -2.316433 3.763564
H -0.901341 -1.418816 5.917056
H 1.475365 -0.805456 6.125915
H 2.932794 -0.995461 4.143573
H 2.050093 -1.905848 1.994023

Cartesian forces, eV/Å:
H 0.287 -0.501 0.451
N 0.820 -0.244 0.165
B 1.623 2.144 0.765
N -0.096 -1.168 -0.508
C -0.312 0.669 1.360
Zr 0.593 2.035 -0.240
H 0.314 -0.004 0.372
C 0.374 -1.124 0.461
H -0.315 0.111 0.415
C -0.396 1.052 -1.945
H -0.294 -0.566 0.117
C -1.422 -0.692 -0.587
H 0.100 0.162 -0.078
H 0.051 0.121 0.060
H 0.150 -0.106 0.111
N -0.188 -1.223 1.472
N -0.857 -0.693 -0.557
N -0.912 -3.650 0.404
N -0.697 0.346 0.237
C 0.389 0.680 0.913
C 0.990 0.196 0.902
H -0.049 -0.038 -0.066
H 0.075 0.142 0.448
C -0.150 -0.504 -0.160
C -1.017 -0.804 0.760
C -0.168 1.027 -1.971
C 0.261 0.739 -1.766
H -0.015 0.318 -0.564
H 0.519 -0.080 0.113
H 0.062 0.293 0.039
H -0.618 -0.565 1.063
H 1.108 0.519 0.460
S 0.287 1.934 -1.883
C -0.192 1.397 0.598
C -0.296 -0.305 0.121
C 0.298 -0.321 0.253
C -0.195 0.239 -0.758
C 0.062 -0.122 0.016
C -0.025 -0.703 -0.345
H 0.012 -0.332 0.188
H -0.249 0.090 -0.427
H -0.154 -0.288 -0.296
H -0.138 0.083 -0.274
H 0.378 -0.267 0.159

=====

The following is a quantum chemistry calculation of C16H19BO2S in the gas phase, from the OMol25 dataset.

Calculated values
**Charge**: 0
**E_LUMO**: 0.398 eV
**2S+1**: 1
**Energy relative to the best compared isomer or geometry (same formula, charge and spin)**: 0.0 kcal per mole

Element x y z (Å)
C 3.417218 -1.218464 -1.812072
C 1.974130 -1.666881 -1.836282
C 1.734352 -2.458915 -3.136570
O 1.132066 -0.512354 -1.756843
B 0.717404 -0.551389 -0.417606
C -0.220071 0.533857 0.158710
C -0.585451 0.374971 1.466001
C -1.350305 1.327020 2.099265
C -1.891048 2.416012 1.393457
C -2.826721 3.377484 2.015112
C -3.400352 4.524955 1.525344
C -4.259444 5.176242 2.462405
C -4.309451 4.511230 3.646047
S -3.276596 3.172323 3.653520
C -1.493821 2.547970 0.023121
C -0.677027 1.595787 -0.571760
O 1.125049 -1.614520 0.402599
C 1.626823 -2.598716 -0.531133
C 0.472400 -3.566127 -0.771813
C 2.908177 -3.318557 -0.086052
H 4.098296 -2.085207 -1.995606
H 3.623568 -0.844652 -0.820360
H 3.666465 -0.484387 -2.570005
H 1.922546 -1.844216 -4.017142
H 0.698410 -2.790991 -3.159590
H 2.364280 -3.345583 -3.164875
H -0.261956 -0.487762 2.026627
H -1.628881 1.201159 3.138143
H -3.258033 4.842093 0.512579
H -4.973949 5.980567 2.238341
H -4.970005 4.777906 4.467998
H -1.905270 3.348161 -0.576069
H -0.426679 1.596143 -1.614169
H -0.408546 -3.009203 -1.072318
H 0.711998 -4.309194 -1.532386
H 0.246901 -4.108746 0.150720
H 3.677001 -2.587773 0.124433
H 3.248539 -3.987720 -0.886525
H 2.757985 -3.912524 0.824754

Cartesian forces, eV/Å:
C 0.746 -0.866 0.034
C 0.488 -1.867 -0.844
C -0.613 0.459 0.501
O -0.263 -1.168 1.902
B -0.329 0.416 -0.035
C 0.995 -1.379 -0.268
C -0.189 0.349 1.245
C -1.100 0.625 0.096
C 0.881 0.004 -1.300
C 0.444 0.316 0.063
C -0.195 -0.272 0.111
C -0.593 -0.166 -0.562
C -0.365 0.626 0.223
S -0.139 -0.574 0.575
C -0.646 -0.240 0.811
C -0.659 0.821 0.141
O 0.395 0.605 -1.403
C 0.508 0.481 -1.260
C 0.393 -0.187 0.106
C -0.681 0.030 0.492
H -0.519 0.653 0.181
H 0.382 0.500 0.160
H -0.335 0.275 -0.061
H 0.093 0.022 0.069
H -0.052 0.036 -0.243
H 0.136 0.009 -0.005
H 0.152 -0.082 0.029
H 0.075 -0.098 0.050
H 0.034 0.221 -0.308
H 0.726 -0.228 -0.002
H 0.408 -0.270 -0.048
H 0.027 0.104 0.016
H 0.060 0.494 -0.409
H -0.224 -0.003 -0.104
H -0.004 0.032 -0.007
H 0.019 0.183 -0.014
H 0.192 -0.108 0.126
H -0.083 0.153 0.179
H -0.166 0.090 -0.237

=====

The following is a quantum chemistry calculation of C16H19BO2S in the gas phase, from the OMol25 dataset.

Calculated values
**Charge**: 0
**E_LUMO**: 0.563 eV
**2S+1**: 1
**Energy relative to the best compared isomer or geometry (same formula, charge and spin)**: 28.9 kcal per mole

Element x y z (Å)
C 1.665746 2.725553 2.577947
C 1.352151 1.269247 2.291384
C 2.526003 0.312062 2.577027
O 0.961093 1.138014 0.896034
B 0.155982 -0.006369 0.909769
C 0.018503 -0.863198 -0.388898
C 0.878354 -0.345927 -1.397655
C 0.645091 -0.706167 -2.702092
C -0.558938 -1.439236 -2.997342
C -1.016357 -1.454453 -4.428475
C -2.222992 -2.135738 -4.908873
C -2.488432 -1.874066 -6.227367
S -1.334565 -0.801020 -6.830254
C -0.412806 -0.717932 -5.366854
C -1.440800 -1.809153 -2.003670
C -1.163998 -1.506699 -0.711282
O -0.426917 -0.292780 2.116945
C -0.040988 0.764051 3.033852
C -1.041014 1.787911 3.168753
C 0.192407 -0.003249 4.384803
H 1.873136 2.803812 3.617577
H 0.840917 3.376805 2.350145
H 2.443465 3.161658 1.931042
H 3.539788 0.646331 2.141201
H 2.754117 0.210869 3.665691
H 2.216644 -0.689483 2.239042
H 1.702429 0.294281 -1.234383
H 1.202004 -0.268822 -3.477544
H -2.781921 -2.871211 -4.442104
H -3.058900 -2.521760 -6.913498
H 0.449298 -0.100694 -5.258698
H -2.383942 -2.125253 -2.268321
H -1.954933 -1.675895 0.000515
H -1.364222 2.189312 2.231961
H -1.864105 1.450849 3.819029
H -0.639408 2.641153 3.712667
H -0.744280 -0.500760 4.700562
H 0.557218 0.725935 5.068965
H 0.965175 -0.787980 4.122396

Cartesian forces, eV/Å:
C 0.045 -0.113 -1.113
C -1.060 0.412 0.465
C 1.102 0.347 0.404
O 0.003 -0.961 0.976
B 0.082 -0.451 -0.355
C 0.409 2.508 0.699
C -1.012 -2.108 -0.732
C -2.444 -1.133 0.843
C 0.942 1.197 -1.368
C -1.232 -1.331 1.795
C 1.590 1.302 -1.335
C 0.599 -0.903 0.553
S 1.046 0.737 -0.911
C -1.093 -0.003 -1.625
C 1.605 0.584 -0.819
C 0.436 -0.002 0.828
O -0.157 0.623 -0.521
C 3.183 -2.740 0.389
C -1.425 1.585 1.240
C 0.459 -0.618 -2.405
H 0.557 0.398 0.907
H -0.705 0.024 0.033
H 0.274 -0.656 0.476
H -1.823 -0.503 0.123
H -0.396 0.275 -0.702
H 0.529 0.250 -0.082
H 0.598 0.537 0.769
H 0.795 0.196 -0.836
H -0.763 -1.176 1.352
H -0.074 0.897 0.540
H 0.158 0.338 -0.226
H -1.892 -0.976 -0.554
H 0.191 -0.073 0.545
H -0.523 0.059 -0.659
H -0.060 -0.041 -0.682
H 0.192 0.040 0.130
H 0.519 0.449 -0.074
H 0.319 0.212 1.059
H -0.976 0.818 0.875

=====

no.,maximum force (eV/Å)
1,2.94
2,3.78
3,2.25
4,4.22